128
Properties=species:S:1:pos:R:3:forces:R:3 method="wB97M-V/def2-TZVPD" total_energy_ha=-14564.6163 total_charge=0 lumo_energy_ha=0.005
C -14.305995 9.414348 29.207634 -0.721 1.528 -0.958
Cl -12.903106 8.588856 29.900343 -0.374 0.285 -0.487
Cl -15.542379 9.732430 30.490883 0.458 -0.016 -0.570
H -14.045891 10.417503 28.708241 -0.060 -1.395 1.214
H -14.812683 8.864808 28.392602 0.494 -0.296 0.680
C -11.577431 12.154366 29.496168 -0.366 -0.372 -1.106
Cl -9.907836 12.617292 29.036087 -0.502 -0.387 0.428
Cl -12.700614 13.430300 28.955148 -0.043 -0.025 0.306
H -11.891835 11.271293 28.905616 0.619 0.411 0.508
H -11.703753 11.955851 30.561309 0.318 0.312 -0.201
C -14.395221 9.124460 19.501514 -0.861 -1.555 0.407
Cl -14.708990 7.504689 18.712289 0.177 0.618 0.144
Cl -13.778557 10.270435 18.373176 -0.042 0.532 -0.381
H -15.364869 9.358887 19.965836 0.507 0.470 -0.386
H -13.644588 8.944741 20.251964 0.157 -0.042 0.194
C -15.825302 12.169029 22.339199 -0.885 -0.942 0.659
Cl -15.190392 12.611941 20.795019 0.383 0.542 -0.319
Cl -17.481744 11.442595 22.072998 0.631 0.499 0.507
H -15.232570 11.394080 22.779990 0.333 -0.707 -0.169
H -15.815741 12.930427 23.116061 -0.545 0.564 -0.618
C -18.369491 10.460808 27.837653 0.011 -0.847 -1.297
Cl -17.264124 11.042835 26.572136 0.216 0.359 0.364
Cl -18.219050 8.681646 27.949915 -0.310 0.091 0.001
H -18.091187 10.798656 28.805307 0.118 0.720 0.511
H -19.356330 10.740230 27.467441 0.073 -0.213 0.581
C -8.290308 12.892601 24.432783 0.161 0.482 -1.705
Cl -8.959684 14.475237 23.948485 0.391 -0.197 -0.027
Cl -8.514902 11.662388 23.129313 0.522 0.427 0.243
H -7.246988 13.006013 24.736269 -0.349 -0.218 -0.231
H -8.952298 12.554361 25.155040 -0.685 -0.580 1.728
C -16.367036 4.866517 20.799458 -0.673 -0.857 -0.671
Cl -16.474633 5.674704 22.355242 0.020 0.159 -0.148
Cl -15.729037 3.190512 20.989006 0.185 0.710 -0.193
H -17.373662 4.699035 20.418511 0.004 0.277 0.252
H -15.837533 5.463546 20.045980 0.341 -0.332 0.652
C -9.143039 7.825930 25.299078 -1.221 1.775 -1.051
Cl -10.126946 8.321327 23.828610 0.571 -0.290 0.547
Cl -8.661332 9.305511 26.199594 0.017 -0.884 -0.299
H -9.841988 7.275108 25.868603 -0.306 -0.382 0.776
H -8.345443 7.233216 24.936805 1.077 -0.170 -0.171
C -10.903094 5.712870 19.356141 -0.755 -1.903 -0.001
Cl -11.681293 6.818523 20.462517 -0.072 0.114 -0.016
Cl -12.083629 4.657011 18.360986 0.785 0.889 0.981
H -10.347101 6.228734 18.625820 0.521 0.730 -0.656
H -10.267030 5.037868 19.938024 -0.255 0.178 -0.250
C -12.271262 5.750342 27.048465 0.935 0.298 1.057
Cl -11.770940 4.486274 25.970992 0.409 -0.305 -0.560
Cl -10.870152 6.552611 27.919940 -0.494 -0.419 -0.407
H -12.804397 6.519690 26.525154 -0.310 0.177 -0.091
H -12.817884 5.264980 27.832478 -0.454 0.161 0.229
C -11.925195 12.496257 22.168624 -1.667 0.439 -0.766
Cl -12.437279 13.490839 23.531957 -0.045 -0.172 0.386
Cl -12.553694 10.804831 22.253283 0.501 0.843 -0.043
H -12.324508 13.042876 21.298210 -0.045 -0.854 0.218
H -10.876709 12.507885 22.103777 1.262 -0.372 0.237
C -15.945061 5.723666 27.932675 0.433 -1.272 -0.313
Cl -15.211039 4.609297 26.671432 -0.730 0.591 0.491
Cl -15.366647 5.122944 29.545862 -0.769 0.514 -0.749
H -15.541318 6.703557 27.762894 0.167 0.133 -0.044
H -17.034593 5.709513 27.754989 0.608 -0.287 0.670
C -19.839006 7.203161 21.574255 0.381 1.150 -0.834
O -19.339774 6.894089 20.244379 -0.337 0.500 -1.220
P -19.635777 7.782907 18.912199 1.436 -0.378 0.674
O -20.735903 8.726963 18.999612 -0.298 0.277 -0.006
O -18.173947 8.429940 18.648994 -1.124 -1.392 0.510
C -17.972763 9.799423 18.380536 0.037 -0.393 -2.307
O -19.766014 6.707320 17.729213 -0.359 1.057 1.203
C -18.944576 5.572229 17.798916 0.604 -1.728 0.729
H -20.523835 6.410876 21.817977 -0.776 0.143 0.151
H -20.243472 8.271808 21.619345 0.323 -1.688 0.029
H -18.981022 7.060609 22.220721 0.128 0.354 0.194
H -16.919588 9.855306 18.113542 0.106 0.468 0.479
H -18.314998 10.403692 19.169355 -0.006 0.866 1.142
H -18.508808 10.101722 17.462857 0.002 -0.124 0.357
H -17.884039 5.842843 18.016277 -0.671 -0.197 -0.358
H -19.050123 5.056286 16.841636 0.286 0.143 0.122
H -19.295983 4.850180 18.604120 0.345 0.934 -0.852
C -8.345178 17.644260 25.479298 -1.220 -0.308 -0.708
O -9.738274 17.263331 25.662583 -0.821 0.592 -0.026
P -10.875088 18.395290 25.903302 0.594 0.326 -0.489
O -10.448021 19.752014 25.467722 -0.794 -1.566 0.419
O -12.142799 17.671087 25.222646 1.212 0.839 0.298
C -12.213703 17.814756 23.777178 -0.083 -0.321 1.297
O -11.304464 18.307693 27.435818 1.022 2.636 -1.529
C -11.617115 17.069251 27.878496 0.001 -3.625 0.041
H -8.066258 17.301006 24.441381 0.100 0.260 1.375
H -7.844110 17.164498 26.315786 0.587 0.049 -0.396
H -8.345229 18.722078 25.541378 0.652 0.303 -0.039
H -11.279213 17.481509 23.315437 -0.412 -0.257 -0.122
H -12.370214 18.853641 23.602018 -0.124 0.762 -0.579
H -13.112385 17.249548 23.585489 0.108 -0.259 -0.887
H -11.312585 16.934618 28.891225 -0.278 0.323 1.057
H -10.980086 16.307106 27.372381 -0.657 0.212 0.048
H -12.669633 16.825779 27.703714 0.119 -0.001 0.245
C -12.794400 10.297533 25.900761 -0.765 0.123 -1.866
O -14.076576 9.939302 25.252416 0.924 0.606 0.484
P -14.465219 8.440125 24.955783 -0.590 1.049 1.182
O -14.779715 7.654679 26.155367 0.279 -0.199 0.229
O -15.680037 8.681030 24.029850 -1.022 0.398 -1.358
C -17.033386 8.388772 24.324742 -1.634 -0.905 -0.043
O -13.339309 7.895097 24.051187 0.819 0.427 -0.714
C -13.403022 6.605563 23.414058 0.144 0.235 0.486
H -12.669605 9.667563 26.748264 0.396 -0.602 0.758
H -12.842115 11.357527 26.212727 -0.090 -0.571 -0.394
H -12.048769 10.111739 25.100965 0.008 0.333 0.894
H -17.401695 8.805721 25.262352 0.569 -0.031 0.023
H -17.167997 7.293984 24.360622 0.063 0.402 0.119
H -17.753158 8.766223 23.556374 1.225 -0.065 0.182
H -13.679751 6.681465 22.373242 0.011 0.315 -0.205
H -14.155816 6.043288 23.926166 -0.219 -0.782 0.267
H -12.412372 6.190156 23.532146 0.060 -0.311 -0.107
C -7.198690 7.801807 21.996915 -3.680 -1.422 0.505
O -7.263706 6.633828 22.850504 0.333 0.231 0.424
P -7.211880 5.168265 22.232752 -0.430 0.140 -0.736
O -8.099353 4.974724 21.063618 0.305 -0.118 1.085
O -5.709280 4.892021 21.837497 0.717 0.575 0.909
C -4.684378 5.251775 22.854421 -0.617 -1.986 -0.380
O -7.432558 4.321135 23.574705 -1.289 0.065 -0.937
C -8.861914 4.042466 23.884255 0.688 0.893 -0.107
H -7.469225 8.651103 22.588100 0.404 0.503 0.514
H -8.044950 7.675950 21.299339 0.571 0.228 -0.190
H -6.298157 7.834886 21.516722 2.389 0.384 -1.206
H -3.888988 4.509317 22.697700 -0.074 0.493 -0.125
H -5.114724 4.981478 23.839755 0.400 0.915 -0.360
H -4.319584 6.261469 22.680081 -0.261 -0.021 0.337
H -9.325468 3.465792 23.091004 0.103 0.025 -0.195
H -9.425076 4.996669 24.034787 0.532 -0.763 -0.028
H -8.804069 3.451488 24.778540 -0.218 -0.061 0.446

97
Properties=species:S:1:pos:R:3:forces:R:3 method="wB97M-V/def2-TZVPD" total_energy_ha=-2231.3340 total_charge=-1 de_lowest_kj_mol=299.5 lumo_energy_ha=0.093
Cl -22.924912 5.117955 -7.843969 0.136 -0.186 0.030
C -20.398888 11.315715 -7.913983 -0.183 -0.613 0.293
O -20.734327 10.310339 -6.925309 -1.511 2.636 -1.777
C -19.656488 9.622784 -6.489302 0.675 -1.743 1.473
C -19.805496 9.162815 -5.006290 1.099 -0.021 -0.501
N -21.064656 8.528132 -4.679836 -0.695 -1.341 0.293
C -21.171145 7.973745 -3.309026 1.613 1.389 0.267
C -20.132358 6.893591 -2.903116 -0.766 -0.593 0.510
O -18.806030 7.303471 -2.849570 2.132 0.597 -0.015
C -17.848319 6.244179 -2.629074 -1.185 0.383 -0.458
H -19.900078 12.171773 -7.459604 0.076 0.062 0.277
H -21.271734 11.682433 -8.454146 -0.341 -0.267 0.489
H -19.741514 10.939522 -8.697845 0.216 -0.396 0.057
H -18.728159 10.177616 -6.625206 0.275 0.195 0.337
H -19.538063 8.702237 -7.060852 0.025 -0.282 -0.390
H -19.560572 9.974637 -4.321417 -0.336 0.164 0.122
H -19.013057 8.422430 -4.896866 0.508 0.173 0.129
H -21.080496 7.671753 -5.215060 -0.489 0.040 -1.014
H -22.171103 7.599512 -3.089655 0.028 -0.153 -0.403
H -21.040058 8.867578 -2.699136 0.061 -0.118 0.638
H -20.251145 6.036761 -3.566302 0.020 -0.233 -0.392
H -20.274110 6.514319 -1.891105 -1.145 -0.143 0.269
H -18.022910 5.511398 -3.416879 0.586 -0.099 -0.288
H -17.956690 5.677900 -1.704041 -0.540 0.260 0.483
H -16.842839 6.663687 -2.595545 -0.194 0.100 -0.467
C -20.853550 -0.524284 -12.287068 -1.338 0.673 -0.433
O -22.042717 -0.834506 -11.550717 1.094 -1.382 0.707
C -23.082396 0.101106 -11.571618 -0.467 0.579 -0.949
C -24.226557 -0.249260 -10.614475 0.031 -1.558 0.239
N -25.259513 0.762753 -10.537248 0.370 1.090 -0.313
C -26.306967 0.475851 -9.544003 0.856 -0.065 -0.156
C -27.302786 -0.586833 -10.007571 0.591 1.469 0.752
O -28.268097 -0.507899 -8.994415 -1.027 -1.071 0.557
C -29.364769 -1.404611 -9.134084 0.220 0.658 0.064
H -20.309170 0.301682 -11.829321 0.090 0.022 0.094
H -21.161780 -0.232095 -13.290923 0.030 0.395 -0.264
H -20.189731 -1.368193 -12.474835 -0.339 -0.332 0.789
H -23.525206 0.090879 -12.567561 -0.154 0.142 -0.393
H -22.696353 1.113121 -11.449494 -0.006 0.252 0.493
H -23.884845 -0.352641 -9.584600 0.674 -0.722 0.098
H -24.673649 -1.183528 -10.954126 0.247 -0.307 0.070
H -24.616208 1.405985 -10.098490 -0.948 1.700 0.052
H -26.851630 1.351815 -9.191677 -0.017 0.351 -0.877
H -25.828694 0.189212 -8.607426 0.036 -0.784 0.277
H -26.761138 -1.532073 -10.042787 -0.463 -0.462 -0.193
H -27.762799 -0.294754 -10.951593 0.246 -0.232 -0.391
H -29.031208 -2.395361 -9.442697 -0.034 -0.166 0.133
H -30.093859 -1.028721 -9.851887 0.042 0.043 -0.432
H -29.903477 -1.425354 -8.186743 0.286 -0.225 0.120
C -28.908480 9.216891 -9.637442 0.169 -0.119 0.470
O -27.556075 8.994178 -10.039727 -1.087 -0.332 -0.678
C -27.404904 9.218566 -11.438203 1.012 -0.285 -0.019
C -26.107923 8.625081 -11.971959 1.209 0.755 0.457
N -24.870127 9.348110 -11.553704 0.057 -1.283 -0.794
C -23.675920 8.768463 -12.245925 -0.884 0.643 -0.411
C -23.568494 9.023579 -13.806084 0.119 0.918 2.120
O -23.326660 10.456280 -13.970031 0.590 -0.890 0.750
C -22.950027 10.786247 -15.272279 -1.349 -0.321 -1.014
H -29.633177 9.049487 -10.434233 0.109 0.131 -0.288
H -29.046386 10.208475 -9.206342 0.081 0.359 -0.296
H -29.211804 8.542459 -8.836671 0.481 -0.319 0.030
H -27.470915 10.290065 -11.626967 0.072 0.264 -0.209
H -28.133203 8.720208 -12.077975 -0.788 -0.076 0.445
H -26.132664 8.582619 -13.060852 -0.534 0.221 -0.360
H -26.029669 7.575373 -11.688938 0.040 0.033 0.477
H -24.951424 10.318666 -11.821140 -0.023 0.196 -0.052
H -23.667060 7.695232 -12.055647 -0.114 -0.073 -0.068
H -22.785508 9.157933 -11.752389 0.047 0.136 -0.209
H -24.481199 8.733888 -14.326798 -0.065 0.075 -0.173
H -22.747238 8.388728 -14.138658 0.270 0.300 -0.403
H -23.776647 10.403070 -15.870594 0.186 -0.311 -0.881
H -22.005168 10.377730 -15.630681 0.167 -0.234 0.273
H -22.978079 11.847788 -15.518152 0.219 0.243 0.861
C -22.389251 -3.391188 -3.568631 -0.037 1.016 -0.165
O -22.455392 -1.975654 -3.808515 0.995 -0.633 -0.226
C -21.433782 -1.623461 -4.775755 -0.719 0.154 0.495
C -21.633890 -0.165561 -5.161417 -0.562 0.195 -0.580
N -20.774937 0.290831 -6.254051 0.085 -0.429 0.097
C -19.427566 0.625393 -5.845759 0.667 1.002 0.193
C -18.585025 1.012083 -7.063422 -0.150 -0.679 -0.092
O -17.198962 0.778754 -6.836098 -0.069 -0.359 -0.276
C -16.442509 0.839377 -8.031532 0.026 -0.199 -0.127
H -21.409709 -3.691361 -3.196471 0.186 0.074 0.221
H -22.530209 -3.914127 -4.514558 -0.309 -0.250 -0.030
H -23.151208 -3.642722 -2.830893 -0.003 -0.015 -0.189
H -21.556068 -2.300787 -5.620948 0.067 0.200 -0.409
H -20.435335 -1.790936 -4.371867 0.138 -0.095 0.284
H -21.585188 0.501075 -4.300410 0.250 -0.116 0.458
H -22.659489 -0.066044 -5.516832 -0.084 -0.096 -0.040
H -21.153211 1.159042 -6.605035 -0.462 -0.027 -0.264
H -18.963696 -0.152240 -5.238962 0.064 -0.221 -0.354
H -19.430175 1.530461 -5.238354 -0.075 0.076 0.665
H -18.758928 2.049495 -7.349145 -0.012 0.253 0.115
H -18.962241 0.408177 -7.888704 0.205 -0.257 -0.263
H -17.040160 0.605744 -8.912631 -0.370 0.421 -0.075
H -15.680270 0.062414 -8.089871 0.200 -0.058 0.696
H -15.949624 1.806549 -8.130259 -0.097 0.136 -0.170